(1)
Density functional theory data (wB97M-V/def2-TZVPD) for a cluster of 10 separate species, C45H117N7O14 in total.

Last column: Löwdin charge in e.
Element x y z (Å)
O -1.03 2.76 -8.43  -0.203
O -1.96 -0.80 -1.81  -0.169
O 4.92 -0.80 -1.54  -0.208
O 2.78 -0.06 6.71  -0.056
O -0.38 0.38 2.26  -0.065
O 2.42 4.08 -3.98  -0.025
O 1.36 -1.87 0.20  -0.194
O -5.07 -3.67 -2.85  -0.204
O -0.08 -1.36 7.29  -0.221
O -2.11 4.51 -4.07  -0.200
O 2.16 1.01 -5.00  -0.220
O -2.17 1.82 4.13  -0.258
O -6.45 0.99 -2.46  -0.175
O 1.74 -5.64 2.62  -0.189
N -1.41 -3.98 9.46  0.021
N 1.30 -2.13 3.24  -0.047
N -3.40 -0.63 3.64  0.061
N 1.76 1.92 -7.88  -0.047
N 6.04 1.15 1.28  0.047
N -3.85 2.86 -2.49  -0.027
N -3.66 -2.79 -0.64  -0.052
C 2.44 -1.89 2.33  -0.187
C -2.00 -1.03 -0.45  -0.258
C 0.87 -3.20 9.08  -0.058
C -3.82 0.65 2.98  -0.426
C -6.08 -4.02 -3.74  -0.137
C -2.34 -2.46 -0.14  -0.213
C 2.49 -2.43 0.87  -0.163
C -3.38 4.14 -4.55  -0.251
C -6.88 -0.33 -2.77  -0.102
C -4.33 3.90 -3.39  -0.210
C 3.36 -0.77 5.62  -0.508
C 1.80 -4.42 3.38  -0.210
C 0.11 3.23 -9.14  -0.258
C -0.60 -2.78 9.13  -0.437
C 0.63 -3.44 3.20  -0.182
C 3.97 -2.11 6.14  -0.041
C 1.66 1.79 2.42  -0.037
C -5.09 -4.45 -1.65  -0.246
C -2.11 2.47 -9.29  -0.104
C -5.33 0.56 2.74  -0.057
C -0.54 -0.38 6.39  -0.098
C 4.73 3.42 -4.13  -0.032
C 5.68 -1.70 -2.36  -0.096
C -0.09 2.32 0.65  -0.023
C 1.38 -2.18 -1.14  -0.127
C 0.72 -6.51 3.00  -0.137
C 4.54 1.97 -0.29  -0.056
C 3.53 3.72 -3.21  -0.513
C 3.87 4.85 -2.25  -0.062
C 4.27 0.05 4.81  -0.057
C -4.83 2.33 -1.45  -0.175
C -3.58 1.84 3.89  -0.181
C -3.83 -4.19 -0.90  -0.242
C -1.43 0.44 -2.01  -0.143
C -1.74 2.59 5.27  -0.082
C 1.33 3.30 -8.31  -0.199
C -1.07 -2.30 7.77  -0.174
C 5.72 -0.17 -0.58  -0.247
C 1.71 -0.08 -4.22  -0.085
C -1.08 4.15 -4.97  -0.099
C 2.87 0.65 -6.20  -0.213
C 5.02 0.74 0.36  -0.469
C 0.57 1.22 1.54  -0.443
C 2.95 1.88 -7.02  -0.216
C -5.35 0.94 -1.57  -0.258
H -4.56 0.33 -1.88  0.085
H 0.13 -3.70 2.22  0.124
H 1.93 -4.62 4.48  0.136
H -3.24 3.34 -5.33  0.126
H 6.32 -2.37 -1.75  0.085
H 3.14 -2.74 6.57  0.087
H -2.46 -0.49 4.02  0.038
H 0.61 -1.41 3.18  0.064
H -4.09 1.56 4.84  0.141
H -5.91 -3.52 -4.69  0.090
H 4.91 4.16 -4.88  0.084
H -1.04 -0.76 0.01  0.101
H -1.27 4.57 -5.93  0.067
H 0.37 2.50 -9.92  0.122
H -0.23 -5.97 3.24  0.093
H -5.76 2.99 -1.36  0.137
H 0.50 -7.20 2.22  0.075
H 2.99 5.08 -1.60  0.092
H -2.33 -2.61 0.94  0.107
H 3.30 2.80 -2.56  0.131
H 5.73 1.87 1.87  0.050
H -0.84 0.95 2.89  0.040
H 4.53 -2.60 5.39  0.048
H 2.77 -4.02 3.07  0.093
H -0.62 -0.84 5.36  0.092
H 5.17 0.30 5.38  0.093
H -6.09 -0.90 -3.35  0.101
H -2.73 -0.25 0.01  0.142
H -2.04 3.73 5.13  0.126
H -1.49 -3.07 -0.49  0.122
H -3.79 -2.22 -1.51  0.122
H -3.02 3.16 -2.03  0.079
H 3.44 -2.10 0.38  0.119
H 5.25 2.29 -1.07  0.086
H -1.93 1.06 -1.28  0.054
H -3.95 2.72 3.42  0.122
H 2.16 3.26 -4.31  0.020
H 2.39 -1.91 -1.57  0.091
H 2.54 -1.21 5.01  0.110
H 2.38 -3.51 0.83  0.116
H -0.67 2.62 5.31  0.064
H -2.11 -3.79 10.18  0.070
H -0.11 -3.50 4.00  0.112
H 1.34 -0.92 -4.80  0.093
H 2.28 0.96 2.70  0.041
H -7.11 -3.95 -3.26  0.117
H 3.78 1.91 -7.76  0.128
H 2.13 3.65 -8.94  0.115
H 4.99 -2.40 -2.92  0.101
H 0.74 -1.61 -1.77  0.056
H 6.46 0.31 -1.12  0.101
H 6.57 0.44 1.82  0.099
H 3.81 0.23 -5.88  0.113
H 1.17 -3.23 -1.31  0.096
H -0.64 1.85 -0.21  0.049
H 0.87 0.27 -3.63  0.069
H 1.19 2.26 3.31  0.095
H -3.81 -4.69 0.13  0.151
H 3.80 0.95 4.56  0.053
H -0.38 0.38 -1.75  0.075
H 3.59 1.80 -0.79  0.070
H 2.08 -0.62 7.11  0.062
H 2.34 -0.19 -6.67  0.127
H -2.97 2.43 -8.68  0.066
H 3.39 -2.26 2.91  0.125
H 4.13 5.70 -2.91  0.086
H -0.83 2.90 1.23  0.083
H -5.63 1.40 2.19  0.049
H 6.29 -0.98 0.00  0.146
H 4.51 -0.56 3.91  0.079
H 1.27 4.02 -7.52  0.105
H -0.09 4.58 -4.55  0.112
H -5.62 -0.35 2.30  0.060
H -0.08 4.15 -9.73  0.134
H 4.25 0.17 0.87  0.123
H -4.51 4.88 -2.93  0.122
H -1.00 3.10 -5.03  0.065
H 4.36 2.52 -4.60  0.052
H 1.48 -2.42 8.73  0.040
H -4.35 2.46 -0.46  0.107
H -1.61 0.79 -3.00  0.095
H -5.20 3.54 -3.93  0.116
H 0.93 -7.17 3.86  0.087
H -2.24 2.13 6.15  0.089
H 0.69 3.02 0.35  0.073
H 5.62 3.28 -3.58  0.059
H 4.76 4.66 -1.64  0.068
H -5.64 0.52 -0.56  0.138
H 1.11 0.56 0.83  0.123
H 2.21 2.45 1.80  0.059
H -5.98 -4.17 -1.00  0.139
H -3.31 -1.34 2.90  0.071
H 2.57 -0.84 2.30  0.053
H 4.43 2.76 0.50  0.099
H -2.03 -1.88 7.85  0.104
H 3.09 2.78 -6.40  0.102
H -7.75 -0.25 -3.36  0.070
H -2.19 3.28 -10.08  0.104
H -1.54 0.04 6.65  0.091
H -3.07 -4.63 -1.57  0.119
H 1.31 -3.64 10.01  0.097
H -3.72 4.96 -5.20  0.120
H -5.18 -5.54 -1.84  0.128
H -0.81 -2.02 9.88  0.134
H 0.21 0.37 6.33  0.064
H 0.95 1.51 -7.34  0.122
H -1.91 1.50 -9.78  0.095
H -7.09 -0.91 -1.87  0.084
H -3.27 0.70 2.06  0.103
H 4.74 -1.91 6.88  0.076
H -1.06 -3.23 7.09  0.149
H -5.78 0.58 3.76  0.097
H 6.32 -1.13 -3.06  0.091
H 0.88 -3.90 8.23  0.091
H -0.75 -4.64 9.87  0.067
H -5.93 -5.03 -4.03  0.062
H 2.56 -0.36 -3.58  0.087

LUMO in eV: 0.64
Maximum force in Eh/bohr: 0.072
Gap between HOMO and LUMO in eV: 9.160
Highest occupied orbital energy in eV: -8.5209
SMILES string: COC[C@H](C)N.COC[C@H](C)N.COC[C@H](C)N.COCCNCCOC.COCCNCCOC.COCCNCCOC.COCCNCCOC.CC(C)O.CC(C)O.CC(C)O

=====

(2)
Density functional theory data (wB97M-V/def2-TZVPD) for a cluster of 8 separate species, C45H119N7O15 in total.

Last column: Löwdin charge in e.
Element x y z (Å)
O 0.28 8.13 3.97  -0.209
O 1.95 2.74 -3.86  -0.191
O 1.75 -0.09 -7.92  -0.142
O 0.25 -6.40 -1.31  -0.170
O -2.14 0.57 5.91  -0.174
O 4.46 1.06 1.29  -0.192
O 8.24 0.32 0.06  -0.210
O 0.29 -3.64 6.34  -0.195
O 0.92 4.27 3.07  -0.186
O 3.48 -7.38 -4.49  -0.188
O -1.65 2.44 -2.21  -0.220
O -5.54 -0.97 2.19  -0.223
O -5.42 2.29 -1.86  -0.206
O -1.91 -0.76 1.46  -0.311
O -3.94 -1.51 -1.65  -0.175
N -3.35 1.37 -0.09  0.096
N 5.75 -1.28 0.32  0.064
N -2.37 -2.03 4.31  0.108
N -3.93 -2.96 0.81  0.077
N 1.22 0.28 -4.95  0.088
N -0.66 6.28 2.01  0.067
N 1.49 -5.33 -3.56  0.094
C 2.60 -0.72 -8.82  -0.085
C 4.61 2.34 1.49  -0.147
C 2.97 3.57 -3.32  -0.066
C -0.97 -2.15 5.05  -0.057
C -2.51 3.22 -3.13  0.009
C 2.88 -5.05 -4.15  -0.063
C 1.34 4.66 1.81  -0.243
C 1.36 1.81 -2.94  -0.189
C -1.21 7.73 2.04  -0.016
C 9.57 0.63 0.61  -0.039
C 4.30 -0.90 0.06  -0.053
C -1.80 1.84 5.38  -0.085
C -3.45 -1.45 5.30  -0.025
C -3.38 0.07 5.47  -0.186
C 3.34 -6.14 -5.16  -0.210
C -3.39 -3.52 -0.48  -0.087
C 1.00 -6.74 -0.13  -0.045
C -5.45 -3.14 1.03  -0.015
C -0.18 -0.89 -0.25  -0.057
C 0.14 -4.99 -1.44  -0.220
C -2.79 2.82 -0.05  -0.045
C 4.05 0.67 0.03  -0.171
C 1.25 -4.46 -2.33  -0.113
C 8.12 -1.04 -0.47  -0.164
C -1.54 2.92 -0.94  -0.266
C 0.56 -4.28 7.62  -0.051
C -0.93 -2.87 6.38  -0.228
C 1.04 -0.98 -7.08  -0.229
C 1.75 3.22 3.68  -0.014
C 0.79 9.00 4.92  -0.096
C 0.75 6.03 1.43  -0.041
C -5.87 -2.33 2.34  -0.175
C -0.53 -0.69 1.22  -0.602
C -5.81 2.23 -0.51  -0.188
C -0.31 8.73 2.84  -0.175
C 0.11 0.46 1.98  -0.062
C -3.88 -2.92 -1.81  -0.154
C 6.67 -1.29 -0.85  -0.094
C -6.32 3.17 -2.50  -0.090
C -6.18 -0.15 3.18  -0.069
C 0.54 0.84 -3.72  -0.102
C 0.26 -0.37 -5.98  -0.063
C -3.47 -0.84 -2.74  -0.105
C -4.82 1.23 0.22  -0.045
C 3.54 -8.44 -5.49  -0.042
H 1.49 8.44 5.53  0.100
H -3.15 0.17 -2.47  0.062
H 3.71 -1.35 0.85  0.133
H 1.26 -6.27 -3.27  0.166
H 1.81 -0.41 -4.51  0.158
H -3.18 1.00 -1.01  0.094
H 3.59 -5.14 -3.33  0.131
H 5.47 2.62 0.88  0.118
H -1.94 1.97 4.31  0.071
H -0.40 -1.23 5.22  0.128
H -0.95 9.48 3.30  0.142
H 6.12 -0.61 0.97  0.160
H -3.54 -3.33 1.66  0.156
H 0.50 9.20 2.29  0.136
H 0.58 -6.23 0.74  0.097
H -4.29 -0.73 -3.45  0.124
H 0.25 -1.44 -7.68  0.152
H 1.15 0.54 1.67  0.061
H -0.74 2.00 5.61  0.090
H -1.46 7.95 1.00  0.135
H -3.48 -3.40 -2.70  0.144
H 4.78 2.53 2.55  0.115
H -5.70 -4.20 1.12  0.143
H 1.62 -1.78 -6.61  0.120
H 3.35 -0.03 -9.21  0.108
H 10.41 0.22 0.05  0.097
H -4.86 1.42 1.29  0.113
H 0.12 9.37 5.70  0.105
H 0.08 0.25 3.05  0.073
H -6.10 -0.48 4.21  0.091
H 3.19 -1.48 -8.31  0.090
H -2.77 0.77 0.48  0.098
H -3.49 3.46 -2.71  0.071
H -3.29 -2.10 6.17  0.128
H -0.56 6.02 2.98  0.141
H -2.27 -1.54 3.44  0.096
H 2.78 3.55 3.77  0.097
H -4.38 -1.70 4.80  0.090
H -3.61 0.52 4.51  0.102
H 2.59 4.16 -2.49  0.090
H -5.45 -2.75 3.26  0.113
H -3.57 3.48 -0.44  0.116
H 0.45 -0.03 -3.08  0.113
H -0.68 -0.20 -0.93  0.052
H 1.06 3.93 1.06  0.102
H -0.31 -1.85 -0.74  0.046
H 2.80 -4.05 -4.57  0.124
H 6.36 -0.48 -1.51  0.136
H 2.43 4.66 1.77  0.118
H -0.07 -1.54 1.73  0.106
H -7.39 3.04 -2.36  0.108
H 4.49 -8.63 -5.99  0.104
H -3.67 -1.99 0.94  0.101
H 4.71 1.19 -0.67  0.128
H 0.89 -0.73 -0.40  0.052
H 3.75 2.99 1.30  0.072
H 3.26 -9.24 -4.81  0.105
H 0.95 2.41 -2.13  0.120
H 8.43 -1.76 0.29  0.136
H -4.98 0.20 -0.11  0.114
H -2.61 2.56 -3.99  0.102
H -0.29 -4.61 8.22  0.101
H 3.30 4.19 -4.15  0.113
H -6.17 4.20 -2.18  0.101
H -2.58 -1.33 -3.13  0.089
H 1.39 6.76 1.92  0.136
H -0.56 -0.85 -5.45  0.137
H -5.86 3.25 -0.14  0.127
H 2.21 -4.48 -1.80  0.123
H -0.20 0.57 -6.27  0.149
H -6.21 3.03 -3.58  0.107
H 1.36 3.05 4.68  0.093
H 1.66 2.29 3.10  0.060
H 0.70 6.27 0.36  0.137
H -0.73 -4.78 -2.06  0.121
H 5.69 -2.14 0.84  0.184
H -6.07 -2.81 0.19  0.135
H -2.77 -2.92 4.08  0.148
H 1.05 -3.42 -2.61  0.118
H -2.13 7.65 2.61  0.135
H -1.34 5.59 1.71  0.154
H 2.07 -6.64 -0.32  0.095
H 1.36 9.84 4.52  0.107
H -0.72 2.40 -0.44  0.103
H -2.32 -3.41 -0.31  0.102
H 2.55 -6.22 -5.91  0.120
H 4.27 -5.93 -5.69  0.146
H 1.90 0.91 -5.35  0.173
H 2.11 -1.08 -9.73  0.111
H -0.44 1.40 1.85  0.063
H -1.23 3.97 -0.90  0.128
H -3.54 -4.60 -0.44  0.146
H 2.21 1.26 -2.54  0.109
H 1.14 -3.56 8.19  0.094
H 9.81 1.69 0.62  0.098
H -4.16 0.50 6.11  0.150
H 8.74 -1.18 -1.36  0.144
H -0.49 1.18 -3.90  0.121
H 4.03 -1.30 -0.92  0.117
H 3.88 3.04 -3.03  0.087
H 2.85 -8.33 -6.33  0.094
H 3.00 0.96 -0.05  0.110
H -4.90 -3.31 -1.82  0.129
H -2.42 2.61 5.84  0.103
H 6.43 -2.26 -1.27  0.142
H -1.72 -3.59 6.60  0.127
H -5.85 0.89 3.11  0.086
H -1.00 -2.20 7.23  0.138
H 0.78 -5.11 -4.24  0.176
H -2.08 4.20 -3.32  0.108
H -7.24 -0.15 2.94  0.111
H 0.14 -4.38 -0.54  0.119
H 0.91 -7.82 0.01  0.112
H 9.61 0.22 1.62  0.094
H -6.95 -2.41 2.42  0.142
H 1.29 -5.06 7.42  0.098
H -6.82 1.88 -0.32  0.141
H -2.62 3.18 0.96  0.129
H -0.44 -2.77 4.33  0.123

LUMO in eV: -12.42
Maximum force in Eh/bohr: 0.103
Net charge: +6
Gap between HOMO and LUMO in eV: 7.372
Highest occupied orbital energy in eV: -19.7921

=====

The records above give, respectively, relative energy (zero: lowest compared OMol25 entry of this formula, charge and spin) values of 59.2; 153.6 kcal per mole.